[1]
Entry from the OMol25 dataset: C3H5N3O in the gas phase (wB97M-V/def2-TZVPD).

Atoms and positions in Å:
N1 -1.876 0.049 -0.012
C1 -0.466 -0.299 -0.182
C2 0.056 -1.568 -0.052
O1 1.417 -1.569 0.072
N2 1.924 -0.317 0.033
C3 0.757 0.457 -0.028
N3 0.881 1.842 0.048
H1 -2.530 -0.781 -0.151
H2 -1.977 0.269 1.063
H3 -0.125 -2.661 -0.222
H4 0.119 2.363 -0.304
H5 1.821 2.214 -0.265

Highest occupied orbital energy = -8.63 eV
Maximum force = 4.897 eV Å⁻¹
Energy relative to the best compared isomer or geometry (same formula, charge and spin) = 77.7 kcal/mol
E = -9707.2146 eV
Kohn-Sham gap = 9.35 eV

[2]
Entry from the OMol25 dataset: a molecular structure, C3H5N3O (wB97M-V/def2-TZVPD).

Atoms and positions in Å:
C1 -0.757 -1.663 -1.031
C2 -0.164 0.240 0.161
C3 1.303 1.638 0.173
H1 -1.463 -2.670 -0.737
H2 0.277 -1.755 -1.044
H3 -1.183 -1.167 -2.050
H4 1.810 2.348 -0.224
H5 -0.265 0.614 2.459
N1 0.722 0.738 -0.662
N2 0.833 1.624 1.497
N3 -0.258 0.852 1.353
O1 -0.854 -0.799 0.105

Highest occupied orbital energy = -8.55 eV
Maximum force = 7.361 eV Å⁻¹
Energy relative to the best compared isomer or geometry (same formula, charge and spin) = 101.4 kcal/mol
E = -9706.1886 eV
Kohn-Sham gap = 9.34 eV

[3]
Entry from the OMol25 dataset: 2 unconnected molecules or ions with the total composition C3H5N3O (wB97M-V/def2-TZVPD).

Atoms and positions in Å:
N1 1.612 -1.479 0.884
C1 1.375 -0.192 1.186
N2 1.140 0.911 1.471
C2 -0.966 1.397 -0.022
O1 -0.230 2.144 -0.800
C3 -1.368 0.139 -0.657
N3 -0.976 -1.051 -0.396
H1 2.507 -1.627 0.435
H2 0.813 -1.840 0.357
H3 -0.064 2.975 -0.325
H4 -2.254 0.346 -1.282
H5 -1.591 -1.724 -0.851

Highest occupied orbital energy = -8.66 eV
Maximum force = 1.133 eV Å⁻¹
Energy relative to the best compared isomer or geometry (same formula, charge and spin) = 103.5 kcal/mol
E = -9706.0971 eV
Kohn-Sham gap = 9.13 eV

Among the records above, which one has the highest maximum force? number 2